No. 1
ORCA calculation (ωB97M-V/def2-TZVPD) on a molecular structure, C16H24Cl3GeN4O8Pb at a distorted geometry.

Results
* calculated total energy: -5095.68466 a.u.
* ⟨S²⟩: 0.76
* total charge: -2
* spin multiplicity: 2
* E_HOMO (alpha / beta): -0.1049 / -0.1087 Eh
* energy relative to the best compared isomer or geometry (same formula, charge and spin): 0.656 eV
* LUMO energy (alpha / beta): 0.1562 / 0.1031 Eh
* gap between HOMO and LUMO (alpha / beta): 7.1 / 5.8 eV

Positions of all 57 atoms, in Å:
Pb (0.23640, -0.71620, 0.34880)
O (4.71320, -0.77560, 0.11790)
C (3.49610, -0.69650, -0.03000)
O (2.62140, -1.28290, 0.65500)
C (2.97060, 0.23500, -1.17070)
N (1.96790, 1.18860, -0.70110)
C (1.38170, 1.93310, -1.80900)
C (0.44270, 1.11360, -2.69010)
N (-0.66660, 0.49710, -1.97990)
C (-1.79440, 1.38900, -1.76130)
C (-1.69350, 2.32620, -0.54900)
N (-1.23460, 1.68230, 0.67890)
C (-0.49030, 2.61910, 1.51110)
C (0.33730, 1.98220, 2.62830)
N (1.31600, 1.00370, 2.18460)
C (2.56080, 1.58540, 1.71080)
C (2.55480, 2.10880, 0.26810)
C (1.59680, 0.05180, 3.26180)
C (0.28910, -0.66260, 3.73620)
O (0.07900, -0.70160, 4.94640)
O (-0.44680, -1.10550, 2.82140)
C (-2.34380, 1.11670, 1.43690)
C (-3.19330, 0.10140, 0.66570)
O (-4.40990, 0.29650, 0.61560)
O (-2.61510, -0.88970, 0.15240)
C (-1.10800, -0.68450, -2.71960)
C (0.06400, -1.71510, -2.84120)
O (0.38420, -2.06310, -3.97410)
O (0.58890, -2.05980, -1.75620)
H (2.51730, -0.43340, -1.90040)
H (3.82800, 0.75990, -1.62420)
H (2.17130, 2.35170, -2.46290)
H (0.82730, 2.77760, -1.39800)
H (1.01730, 0.31800, -3.16510)
H (0.07410, 1.77710, -3.49520)
H (-2.68320, 0.77280, -1.63880)
H (-1.96850, 2.02460, -2.65080)
H (-2.69180, 2.77750, -0.40830)
H (-1.01590, 3.15000, -0.78940)
H (-1.18080, 3.34080, 1.98850)
H (0.18400, 3.18250, 0.86800)
H (-0.33370, 1.48790, 3.33080)
H (0.83050, 2.80710, 3.17870)
H (3.32450, 0.81220, 1.77440)
H (2.87410, 2.42520, 2.36180)
H (3.60690, 2.32370, 0.00840)
H (2.02340, 3.06530, 0.22930)
H (2.06330, 0.54990, 4.12610)
H (2.26290, -0.71970, 2.87180)
H (-3.02570, 1.91320, 1.78900)
H (-1.94510, 0.55340, 2.28430)
H (-1.47680, -0.42510, -3.72390)
H (-1.90130, -1.17310, -2.15860)
Cl (-3.39020, -3.56470, -1.72900)
Ge (-4.53050, -1.91700, -0.68510)
Cl (-5.58870, -3.25750, 1.02370)
Cl (-5.24820, -0.62800, -2.69240)

Cartesian forces, eV/Å:
Pb 0.2 -0.5 0.0
O 0.6 0.1 -0.1
C 0.2 0.5 -0.5
O -0.8 -0.2 0.2
C 0.4 -0.5 0.2
N -0.1 0.2 0.0
C -0.2 0.0 -0.3
C 0.3 0.2 0.1
N 0.0 0.2 0.0
C -0.3 0.2 0.2
C 0.0 0.1 -0.4
N 0.1 0.1 0.0
C 0.2 0.1 0.2
C -0.2 0.1 -0.1
N 0.0 0.1 0.0
C 0.3 0.0 -0.2
C 0.0 0.2 0.4
C -0.4 -0.4 0.4
C 0.6 0.5 0.1
O 0.0 0.0 0.7
O -0.3 -0.2 -0.6
C -0.3 -0.1 0.1
C -0.2 1.1 0.6
O -0.6 -0.2 -0.1
O -0.4 -1.4 -0.8
C 0.3 -0.7 -0.2
C -0.8 0.7 -0.4
O 0.2 -0.3 -0.6
O 0.4 -0.1 0.8
H 0.0 0.0 -0.1
H -0.1 -0.1 0.1
H -0.1 0.0 0.1
H 0.1 0.0 0.0
H 0.0 0.1 -0.1
H 0.0 -0.1 0.0
H 0.0 0.0 -0.2
H 0.0 -0.1 0.1
H 0.1 0.0 0.0
H 0.0 -0.1 0.1
H 0.1 0.0 -0.1
H -0.1 0.0 -0.1
H 0.0 0.1 0.0
H -0.1 -0.1 0.0
H 0.0 0.1 0.1
H 0.0 -0.1 0.0
H -0.1 0.0 0.0
H 0.0 -0.2 -0.1
H -0.1 0.0 -0.1
H 0.1 0.1 0.0
H 0.2 -0.2 -0.1
H 0.0 0.1 0.1
H 0.1 0.0 0.1
H -0.1 0.1 0.0
Cl -0.3 0.5 0.3
Ge 0.6 0.2 0.1
Cl 0.3 0.5 -0.6
Cl 0.2 -0.4 0.7


No. 2
ORCA calculation (ωB97M-V/def2-TZVPD) on 3 unconnected molecules or ions with the total composition C16H24ClN2O2 at a distorted geometry.

Results
* calculated total energy: -1344.02264 a.u.
* total charge: -1
* E_HOMO: -0.1094 Eh
* energy relative to the best compared isomer or geometry (same formula, charge and spin): 6.571 eV
* LUMO energy: 0.0965 Eh
* gap between HOMO and LUMO: 5.6 eV

Positions of all 45 atoms, in Å:
C (-75.10010, -52.70795, 162.64212)
N (-74.23484, -53.28895, 163.70357)
C (-73.85118, -52.40516, 164.66468)
C (-72.70377, -52.52932, 165.19119)
C (-71.79665, -53.70008, 164.90701)
C (-72.32536, -54.65362, 163.93312)
C (-73.52326, -54.47091, 163.35918)
C (-70.45058, -53.99162, 165.49861)
C (-69.96306, -53.04784, 166.56343)
C (-68.75376, -53.32864, 167.16573)
N (-68.17272, -54.57946, 166.83187)
C (-68.57378, -55.43788, 165.92201)
C (-69.69910, -55.30272, 165.37829)
C (-66.96871, -54.89186, 167.70844)
H (-75.80814, -51.87703, 162.94575)
H (-75.88527, -53.40098, 162.44154)
H (-74.70267, -52.69478, 161.71277)
H (-74.34732, -51.57024, 164.84658)
H (-72.45978, -51.76999, 165.97214)
H (-71.77979, -55.46552, 163.53321)
H (-73.98586, -55.20350, 162.67794)
H (-70.35611, -51.95393, 166.86665)
H (-68.37573, -52.80657, 167.88524)
H (-68.05226, -56.44179, 165.80652)
H (-70.13271, -56.22451, 164.91031)
H (-66.16545, -54.20580, 167.79984)
H (-66.35982, -55.56000, 167.29363)
H (-67.11097, -55.39415, 168.60495)
Cl (-65.74505, -57.18100, 164.25706)
C (-63.31298, -60.35052, 165.08882)
O (-62.08299, -59.76551, 165.62065)
C (-62.34201, -58.47675, 166.36182)
C (-61.13531, -58.00858, 166.85113)
O (-60.66109, -58.99282, 167.82516)
C (-59.28086, -58.64100, 168.08709)
H (-63.98532, -59.50567, 164.61468)
H (-63.85541, -60.81516, 165.96058)
H (-63.14683, -61.05005, 164.31393)
H (-62.99679, -58.69174, 167.28125)
H (-62.84283, -57.86532, 165.71930)
H (-61.37533, -57.06364, 167.41265)
H (-60.49737, -57.75926, 165.94093)
H (-58.66307, -58.65607, 167.07562)
H (-59.01918, -59.28351, 168.79334)
H (-59.15308, -57.69689, 168.46216)

Cartesian forces, eV/Å:
C -2.6 -1.1 3.5
N -3.3 0.1 -2.5
C 0.4 -2.8 -2.5
C 5.6 -0.7 3.6
C 3.8 -1.0 1.2
C -0.8 0.9 -0.2
C 0.1 1.0 0.7
C -4.6 1.3 0.1
C 1.5 1.6 0.3
C -4.7 -5.1 -6.0
N 5.0 3.4 4.9
C 3.7 -4.0 1.7
C -6.9 1.4 -3.6
C -1.9 1.4 -1.5
H 1.8 -0.2 -0.1
H -0.9 -1.3 0.0
H 2.1 1.2 -2.8
H -3.0 3.3 0.5
H 0.2 -0.9 -0.7
H 0.8 -0.9 0.3
H 0.1 0.8 0.3
H 0.3 -2.9 -1.1
H 2.6 2.9 4.1
H -0.1 1.7 0.3
H 0.3 1.5 -0.1
H -0.2 2.1 0.3
H 1.8 -3.4 -2.9
H -1.4 -0.3 2.2
Cl 0.0 0.0 0.2
C -1.3 3.2 1.5
O -1.0 0.9 0.0
C -3.4 -5.7 0.6
C 2.6 1.6 1.5
O 1.7 2.2 -1.4
C -1.5 -0.2 -5.3
H 1.1 -1.5 1.0
H 0.2 0.3 -1.0
H 0.8 -0.8 -0.6
H 0.4 0.0 -1.4
H -1.5 2.0 -1.7
H 0.6 -0.5 -0.5
H 0.2 -0.6 1.5
H -1.0 -0.4 2.1
H 1.9 -3.1 2.7
H -0.1 2.8 1.0


No. 3
ORCA calculation (ωB97M-V/def2-TZVPD) on a molecular structure, C16H24F18FeO12P3 at a distorted geometry.

Results
* calculated total energy: -5613.19836 a.u.
* ⟨S²⟩: 6.00
* total charge: -1
* spin multiplicity: 5
* E_HOMO (alpha / beta): -0.3126 / -0.2841 Eh
* energy relative to the best compared isomer or geometry (same formula, charge and spin): 0.000 eV
* LUMO energy (alpha / beta): 0.0632 / 0.0632 Eh
* gap between HOMO and LUMO (alpha / beta): 10.2 / 9.4 eV

Positions of all 74 atoms, in Å:
Fe (-0.15503, -0.80675, -1.61497)
P (0.98202, -1.62298, -4.02772)
F (1.20191, -0.07493, -3.42477)
F (-0.56896, -1.51112, -3.53600)
F (0.57698, -0.90677, -5.42519)
F (0.79202, -3.08157, -4.56502)
F (2.56156, -1.60757, -4.34275)
F (1.35368, -2.05794, -2.46816)
P (0.80187, 0.33850, 1.11297)
F (-0.05147, 0.78970, 2.36036)
F (1.11520, 1.75022, 0.36817)
F (2.23200, 0.39649, 1.78171)
F (1.42218, -0.25410, -0.35369)
F (0.66689, -1.27520, 1.41012)
F (-0.64560, 0.18323, 0.27686)
P (-2.07915, -2.87598, -0.64655)
F (-2.37438, -3.47440, -2.09825)
F (-1.86966, -4.28389, 0.01969)
F (-0.47501, -2.78860, -0.94504)
F (-1.83682, -2.10017, 0.76315)
F (-2.20715, -1.32373, -1.28045)
F (-3.66666, -2.84361, -0.31537)
C (-3.42051, 4.79857, -3.43804)
C (-2.42878, 3.73022, -3.89482)
C (-0.93058, 3.96744, -3.66033)
O (-0.44357, 2.74518, -3.08547)
C (-1.47751, 1.95127, -2.80615)
O (-1.37796, 0.85068, -2.36109)
O (-2.64385, 2.50870, -3.13362)
H (-4.37798, 4.68730, -3.93925)
H (-2.99613, 5.79536, -3.54853)
H (-3.62127, 4.67271, -2.37474)
H (-2.60100, 3.35031, -4.90378)
H (-0.76274, 4.75871, -2.92366)
H (-0.27663, 4.15987, -4.50835)
C (-2.27994, 3.52518, 0.13131)
C (-3.59728, 2.87246, 0.50691)
C (-3.43054, 1.71876, 1.51062)
O (-4.35142, 1.97356, 2.54916)
C (-4.99664, 3.11844, 2.28118)
O (-5.84687, 3.59534, 2.96438)
O (-4.62052, 3.70101, 1.09803)
H (-1.79160, 4.17797, 0.85471)
H (-2.42451, 4.20228, -0.71529)
H (-1.63619, 2.72018, -0.22633)
H (-4.02999, 2.50774, -0.42742)
H (-2.39925, 1.58786, 1.84629)
H (-3.61811, 0.78561, 0.96964)
C (-0.27741, -2.21451, 4.37094)
C (-0.78957, -3.47135, 3.61228)
C (0.24906, -4.14709, 2.72812)
O (0.34567, -5.52064, 3.13067)
C (-0.52349, -5.67657, 4.18391)
O (-0.81268, -6.72136, 4.67619)
O (-0.93812, -4.49686, 4.59520)
H (0.74889, -2.44064, 4.66547)
H (-0.94177, -1.99952, 5.20144)
H (-0.19850, -1.41308, 3.63594)
H (-1.70127, -3.15524, 3.10666)
H (1.17769, -3.57749, 2.74437)
H (-0.11336, -4.17508, 1.70087)
C (6.49515, -1.91383, 0.10290)
C (6.20721, -0.42646, 0.23099)
C (4.87520, -0.12778, 0.99506)
O (5.30438, 0.95749, 1.82482)
C (6.60797, 1.07761, 1.88632)
O (7.24891, 1.74344, 2.64880)
O (7.20867, 0.28430, 0.93074)
H (5.61230, -2.41798, -0.29280)
H (6.71537, -2.31548, 1.09389)
H (7.32591, -2.11235, -0.57171)
H (6.15941, 0.01998, -0.76922)
H (4.51706, -1.07539, 1.39799)
H (4.10225, 0.28433, 0.35567)

Cartesian forces, eV/Å:
Fe -0.4 1.1 0.5
P 2.1 2.2 -1.4
F -0.6 0.2 0.3
F -0.4 -0.5 -0.3
F 0.2 -1.0 0.4
F -0.1 0.0 0.4
F -0.6 -0.5 -0.4
F -0.1 -0.9 -0.3
P 0.0 -1.9 -2.4
F 0.9 0.4 -0.1
F -1.2 0.3 1.6
F -0.5 0.0 0.5
F 1.2 -0.5 -0.7
F 0.1 1.1 1.2
F -0.2 0.9 0.2
P -2.4 0.7 1.2
F 0.5 0.1 0.4
F 0.0 -0.5 0.0
F 0.3 -0.1 0.0
F 0.3 -0.7 0.0
F 0.2 -0.2 -0.6
F 0.5 -0.2 -0.4
C 0.5 -0.4 0.2
C 0.0 -0.9 -0.3
C 0.5 0.4 0.7
O -0.4 -0.1 0.0
C 0.2 0.5 -0.7
O 0.0 -0.5 0.6
O -0.1 0.0 0.5
H 0.1 0.2 -0.2
H -0.2 0.0 -0.3
H 0.1 -0.1 0.0
H -0.1 0.7 -0.2
H -0.1 0.0 0.0
H -0.5 0.1 -0.3
C -0.4 0.9 -0.6
C 0.0 -0.2 -0.3
C 0.8 -0.7 -1.4
O 0.1 0.3 -0.2
C -0.8 0.9 -0.2
O 0.1 -0.1 0.2
O 0.9 -0.7 0.7
H 0.0 -0.6 0.5
H -0.1 -0.1 -0.1
H 0.3 0.1 0.3
H 0.0 -0.1 0.1
H -0.2 0.5 0.5
H -0.5 -0.1 0.5
C 0.4 -1.1 -1.4
C 1.3 1.0 1.1
C -0.4 0.6 -1.9
O -0.6 0.4 0.9
C 1.0 -0.6 -0.7
O 0.1 -0.1 0.0
O -1.8 0.5 0.9
H -0.1 0.1 0.5
H 0.1 0.2 0.0
H -0.3 0.2 0.3
H -0.3 -0.9 0.0
H 0.3 -0.6 0.2
H 0.2 0.2 -0.1
C 0.1 0.4 0.3
C -1.0 -0.2 -1.3
C 1.5 0.3 -1.8
O -1.7 -0.3 1.2
C 2.1 -0.5 -0.1
O -0.7 -0.1 -0.4
O -0.2 0.3 0.9
H 0.0 0.0 0.0
H 0.0 -0.1 -0.1
H 0.1 0.0 0.1
H 0.0 -0.1 0.0
H -0.1 0.5 1.2
H 0.0 -0.2 -0.1